{
  "formula": "C41H72FIN9O",
  "method": "ωB97M-V with the def2-TZVPD basis set",
  "elements": ["N", "H", "H", "H", "C", "H", "N", "H", "H", "H", "H", "H", "H", "C", "N", "H", "H", "H", "C", "C", "C", "C", "H", "H", "C", "H", "C", "H", "H", "C", "H", "H", "H", "H", "H", "C", "H", "C", "C", "O", "H", "H", "H", "C", "H", "C", "H", "N", "H", "H", "H", "C", "I", "H", "N", "C", "C", "C", "H", "C", "H", "H", "H", "H", "N", "C", "H", "H", "H", "C", "H", "F", "C", "H", "H", "C", "C", "H", "C", "H", "H", "C", "H", "C", "H", "H", "H", "H", "N", "H", "C", "H", "C", "H", "C", "H", "H", "H", "H", "C", "H", "C", "C", "H", "H", "H", "H", "C", "H", "H", "C", "H", "C", "H", "C", "C", "H", "H", "H", "C", "N", "N", "C", "H", "C"],
  "positions_angstrom": [[4.9840, 2.3171, 0.2759], [-2.7004, -1.2194, 3.6655], [-1.1819, 4.1974, -1.8393], [7.1457, 3.7351, -4.7688], [8.7889, 5.0641, -4.2345], [-2.6928, 3.8108, -0.9274], [-1.1117, 7.2061, -2.6337], [2.9929, 1.6986, 1.7925], [-0.0124, -3.9394, 1.2013], [0.9928, -5.3712, 1.4573], [1.3663, -2.7932, 2.1491], [-1.1238, 1.1301, 0.8504], [-6.5514, -3.0701, -4.3643], [0.2839, -0.4133, 1.5267], [-4.1529, -4.2605, -2.5141], [1.6715, -2.2963, 4.2900], [2.8884, 0.3799, -1.5409], [-1.1184, 3.5485, -0.2172], [-1.7184, 7.1646, -3.8606], [2.3324, 1.0268, 1.2352], [0.5308, -4.7353, 0.6959], [-3.0519, -0.4896, 2.9351], [-6.6229, -5.7609, -4.0082], [-1.6269, 7.9816, -0.7134], [-1.0431, 0.3757, 1.6308], [4.5977, -1.3837, 0.7348], [-2.2618, -0.5879, 1.6075], [-1.2337, 6.7049, -4.7046], [-3.9617, -1.0893, 0.4498], [-4.8331, -5.4087, -2.8119], [-0.2081, 6.8277, -2.4234], [-0.5149, 1.2219, -3.2303], [0.5259, -0.4578, 0.4677], [-3.3895, -5.5311, 0.2818], [-5.9367, -3.8036, -0.5997], [4.2029, 1.9006, -0.8689], [2.6562, 2.6027, -1.9443], [0.6476, 0.4736, 5.8890], [-1.9276, 7.8436, -1.7378], [-1.5843, -4.8666, -0.4769], [2.8554, -3.6721, 2.1861], [3.3487, -2.8990, -0.1812], [4.8712, 1.0766, -2.6471], [-0.3164, 1.5645, -2.2215], [-1.9441, -1.6301, 1.5220], [-2.5521, -4.9092, 0.5907], [-1.4779, -0.4790, -0.8199], [5.1139, 1.8844, -2.0792], [0.3892, -1.1345, 4.0042], [-2.8726, -3.8844, 0.7829], [8.6142, 5.2808, -0.9967], [-1.6765, 3.5004, -1.1601], [4.6329, -2.2930, 3.7815], [1.7915, -2.0927, -0.1517], [9.2194, 5.5321, -3.0246], [-7.8928, -3.5556, 0.3313], [-2.9364, 7.7777, -3.7460], [-1.6090, 2.0697, -1.6037], [9.9968, 6.1513, -2.8896], [-4.7741, -3.1936, -3.1043], [1.7326, 1.6450, 0.5746], [-3.7524, 0.6543, 0.7178], [0.0587, -5.9126, -1.0219], [-0.2844, -0.0346, 6.1386], [2.2640, -0.6041, 3.1149], [2.3869, -2.7764, 1.7859], [3.5393, 3.7855, -1.2100], [-9.2005, -3.1805, 1.9453], [-3.6741, 1.5274, -1.6577], [-2.5220, -0.1861, -0.9081], [5.5150, 3.1410, 0.0138], [4.8258, 0.0827, 2.0728], [2.3541, -2.9286, 0.2613], [-5.0181, -3.2720, 1.9066], [-4.5030, -6.3619, -2.4357], [7.7083, 4.2543, -4.0107], [-3.0692, 8.2092, -2.3982], [0.0839, 0.7364, -1.6258], [8.4311, 5.0295, -2.0273], [-4.3914, -2.1938, -2.9861], [-0.6985, -6.5471, 0.4333], [-6.5260, -3.5962, 0.2789], [4.9024, 2.6766, -2.6753], [3.1438, -1.5548, 2.3440], [-7.2181, -2.8854, 3.4405], [1.5853, -1.3796, 6.3095], [-1.0919, 0.9078, 2.5827], [-3.9068, 8.7293, -1.9652], [3.1263, 2.8690, -1.0885], [2.7288, -0.1877, 5.6410], [-3.2399, -0.2727, 0.4599], [-3.3239, -4.2083, -1.9467], [-5.8604, -3.6661, -3.7921], [-8.6342, -3.7078, -0.4337], [-5.8978, -5.0740, -3.6059], [0.4263, 1.1281, 5.0462], [5.7011, 1.6124, 0.4121], [4.4738, -0.2100, -1.0348], [1.0585, 1.0901, 2.9028], [1.7152, -0.5826, 5.5807], [6.7110, 3.6916, -2.0895], [1.4517, -1.2377, 4.2069], [7.4802, 4.2314, -2.6073], [0.4344, 2.3525, -2.1964], [-2.1225, -5.2773, 1.5210], [9.2859, 5.3451, -5.1467], [-4.1090, -0.6705, 2.7414], [-0.4406, -5.6299, -0.0945], [2.4021, -4.9905, -0.3754], [0.0634, -1.3890, 1.9454], [-7.1403, -3.1181, 2.3924], [2.9137, 0.0135, 3.6098], [3.6641, 0.4706, -0.7763], [0.9031, 1.0884, 6.7485], [3.9509, -0.7345, 1.3157], [1.4344, 0.3106, 2.2420], [1.2046, -3.9964, -1.1876], [-3.6531, 7.9051, -4.5395], [-2.9840, 0.5069, 3.3698], [-6.0480, -3.3183, 1.5895], [3.0919, 0.0235, 0.5033], [-8.2563, -3.2673, 1.6185], [-2.6548, 1.2290, -1.4270], [-3.0093, -0.9031, -1.5757], [1.6492, -4.2191, -0.2170]],
  "forces_ev_per_angstrom": [[-0.2, -0.3, 0.2], [0.0, 0.1, 0.1], [-0.2, 0.1, -0.1], [0.0, 0.0, 0.0], [0.0, 0.0, 0.0], [-0.1, 0.1, -0.2], [0.0, 0.0, 0.0], [0.1, 0.2, -0.3], [-0.2, 0.1, -0.1], [0.0, 0.2, 0.3], [0.0, 0.1, 0.1], [0.0, 0.0, -0.1], [0.0, 0.0, 0.0], [-0.6, 1.1, 0.3], [0.0, 0.1, 0.1], [0.2, 0.0, -0.4], [0.0, -0.1, -0.1], [0.0, 0.0, 0.0], [0.0, 0.0, 0.0], [0.3, -0.4, 1.1], [0.6, -1.1, -0.1], [0.1, -0.1, -0.3], [0.0, 0.0, 0.0], [0.0, 0.0, 0.0], [-0.1, -0.7, 0.4], [-0.1, -0.1, -0.1], [-0.8, 0.8, 0.3], [0.0, 0.0, 0.0], [-0.3, 0.2, -0.1], [0.0, 0.0, 0.0], [0.0, 0.0, 0.0], [0.2, 0.0, -0.1], [0.2, -0.6, 0.0], [-0.2, 0.0, 0.2], [0.0, 0.0, 0.0], [1.1, 0.9, -1.4], [-0.1, 0.2, -0.1], [0.0, 0.0, 0.1], [0.0, 0.0, 0.0], [-0.2, -0.7, 0.8], [0.0, 0.0, 0.1], [0.1, 0.1, 0.1], [0.2, 0.0, -0.2], [0.1, 0.1, 1.6], [0.2, 0.0, -0.3], [0.2, 0.6, -0.5], [0.1, -0.1, 0.0], [-0.7, -0.7, 0.2], [0.0, 0.0, -0.4], [-0.3, 0.0, -0.1], [0.0, 0.0, 0.0], [0.1, 0.1, -0.6], [-0.2, 0.0, 0.0], [0.2, 0.1, 0.0], [0.0, 0.0, 0.0], [0.0, 0.0, 0.0], [0.0, 0.0, 0.0], [-0.7, -0.4, -0.2], [0.0, 0.0, 0.0], [0.0, 0.0, 0.0], [-0.1, -0.1, -0.1], [-0.1, 0.1, -0.2], [-0.1, -0.2, 0.0], [-0.1, 0.0, 0.0], [0.0, 0.2, 0.1], [0.5, -0.3, -0.4], [-0.1, 0.1, 0.0], [0.0, 0.0, 0.0], [-0.1, 0.6, 1.1], [-0.8, 0.0, -1.0], [-0.1, 0.2, 0.0], [0.0, 0.1, -0.1], [-0.7, 0.1, -0.2], [0.0, 0.0, 0.0], [0.0, 0.0, 0.0], [0.0, 0.0, 0.0], [0.0, 0.0, 0.0], [0.1, -0.2, -0.2], [0.0, 0.1, 0.0], [0.0, 0.0, 0.0], [-0.3, 0.0, 0.1], [0.1, 0.0, 0.0], [0.1, 0.1, 0.1], [0.7, -0.5, 0.2], [0.0, 0.0, 0.0], [0.4, 0.0, 0.2], [0.2, 0.1, 0.0], [0.0, 0.0, 0.0], [-0.1, -0.6, 0.6], [0.1, -0.1, 0.1], [0.9, -0.6, 0.2], [0.1, -0.1, -0.1], [0.0, 0.0, 0.0], [0.0, 0.0, 0.0], [0.0, 0.0, 0.0], [0.2, 0.1, 0.0], [0.0, 0.0, 0.2], [0.0, -0.1, 0.0], [-0.1, -0.2, 0.3], [-0.8, 0.1, -0.4], [0.1, -0.1, 0.1], [-0.1, -0.1, 1.1], [0.1, 0.2, 0.0], [0.1, 0.0, -0.2], [0.0, -0.2, 0.0], [0.0, 0.0, 0.0], [0.0, -0.2, 0.1], [0.4, 0.9, -0.7], [-0.1, -0.2, 0.0], [0.3, -0.2, -0.2], [0.0, 0.0, 0.0], [0.1, 0.0, -0.2], [-0.4, 0.0, 0.5], [0.1, 0.0, 0.0], [-0.4, 0.2, 0.5], [-0.4, 0.2, -1.1], [0.1, 0.0, -0.1], [0.0, 0.0, 0.0], [0.0, 0.1, 0.0], [0.0, 0.0, 0.0], [0.5, 0.5, -0.6], [0.1, 0.0, 0.0], [0.7, -0.1, -0.2], [0.2, -0.1, -0.1], [0.0, 0.6, 0.3]],
  "lowdin_charge": [0.0974, 0.0732, 0.0621, 0.0874, -0.1364, 0.0853, -0.0083, 0.1262, 0.1000, 0.1193, 0.0790, 0.1048, 0.0916, -0.1192, 0.0079, 0.1033, 0.1281, 0.0810, -0.1462, -0.1022, -0.1717, -0.0588, 0.0918, 0.1029, -0.1245, 0.1487, -0.3551, 0.1032, 0.1028, -0.1449, 0.1347, 0.0892, 0.1015, 0.0913, 0.0677, -0.6337, 0.0634, -0.0829, -0.1472, -0.2056, 0.0775, 0.1128, 0.0654, -0.0418, 0.1137, -0.0878, 0.0877, 0.0743, 0.1257, 0.0673, 0.1043, -0.0581, 1.0852, 0.0946, 0.0049, -0.1254, -0.1087, -0.3470, 0.1464, -0.1508, 0.1278, 0.1230, 0.1223, 0.0837, -0.0479, -0.2138, 0.0837, 0.1458, 0.1200, -0.1724, 0.0771, -0.0836, -0.1744, 0.0686, 0.1069, -0.1114, -0.1096, 0.0539, -0.1400, 0.0917, 0.1216, -0.0991, 0.0651, -0.6008, 0.1048, 0.1184, 0.1010, 0.0911, 0.0890, 0.0995, -0.1568, 0.1106, -0.1068, 0.1108, -0.1061, 0.0619, 0.0837, 0.1300, 0.1446, -0.2082, 0.0386, -0.1541, -0.1219, 0.0526, 0.0900, 0.1088, 0.0717, -0.2200, 0.1198, 0.0898, -0.1428, 0.1428, -0.0876, 0.0814, -0.3676, -0.1907, 0.1165, 0.0915, 0.0767, -0.1257, -0.0632, 0.0059, -0.0813, 0.0906, -0.1746],
  "lumo_ev": -2.9,
  "total_charge": 1,
  "e_tot_ha": -2570.71084,
  "fmax_ev_per_a": 2.02
}